{
  "formula": "ArH26O13",
  "method": "ωB97M-V/def2-TZVPD",
  "elements": ["Ar", "O", "H", "H", "O", "H", "H", "O", "H", "H", "O", "H", "H", "O", "H", "H", "O", "H", "H", "O", "H", "H", "O", "H", "H", "O", "H", "H", "O", "H", "H", "O", "H", "H", "O", "H", "H", "O", "H", "H"],
  "xyz": [[0.06245, 0.42533, 0.14216], [-2.33887, -2.75964, 0.48134], [-1.56185, -2.29459, 0.79151], [-2.68865, -2.20440, -0.21552], [0.63326, -1.77031, -2.74159], [1.49765, -1.53958, -2.40126], [0.75838, -2.62434, -3.15537], [2.80401, -0.95833, -1.58582], [3.61143, -1.33058, -1.94039], [2.71995, -1.35112, -0.71698], [-0.00523, 1.75741, 4.28098], [-0.32137, 2.39582, 4.92030], [-0.65405, 1.78067, 3.57761], [2.07371, 3.72487, -0.11384], [2.55161, 3.37208, 0.63675], [2.72369, 4.24021, -0.59151], [-3.41363, -1.06903, -1.43313], [-2.97108, -0.35904, -1.89822], [-4.01423, -1.44122, -2.07887], [0.30076, -3.63610, -0.43966], [0.22559, -4.48669, -0.87219], [0.30072, -3.00159, -1.15634], [-2.53075, 2.11794, 2.74308], [-3.17309, 2.23515, 3.44301], [-2.66259, 1.21808, 2.44459], [3.21876, 1.74651, -1.78041], [3.16297, 0.80243, -1.63260], [2.76819, 2.13395, -1.03000], [-0.96044, 3.44865, -1.47377], [-1.50862, 3.46947, -0.68936], [-0.11346, 3.12580, -1.16615], [0.01216, -1.61785, 3.02053], [-0.18565, -2.27222, 3.69053], [-0.62456, -0.91935, 3.17189], [2.80675, -2.32717, 0.72842], [2.05679, -2.92035, 0.77230], [2.95152, -2.05589, 1.63488], [-2.42185, 1.28025, -2.55715], [-3.21884, 1.77581, -2.74544], [-1.87158, 1.88896, -2.06429]],
  "e_above_lowest_kcal_mol": 16.4,
  "gap_ev": 9.9586,
  "charge": 0,
  "fmax_ha_per_bohr": 0.02635
}